The following is a quantum chemistry calculation of a structure of composition C31H24AlCl2GeS2, from OMol25.

Computed properties:
E_HOMO in Ha: -0.13480
Charge: -1
LUMO energy in eV: 2.6
Spin multiplicity: 1
Calculated total energy in eV: -142368.4529
Strongest force on any atom in eV/Å: 0.49

Positions of all 61 atoms, in Å:
Al1 0.95563 -1.64354 -0.81923
Cl1 0.64610 -2.02039 1.67783
C1 -0.49064 -3.35629 1.73529
C2 -1.02068 -3.64353 2.97738
C3 -1.91932 -4.68909 3.09873
C4 -2.26223 -5.41723 1.97127
C5 -1.71606 -5.09597 0.74189
Cl2 -2.21456 -6.05366 -0.62426
C6 -0.80223 -4.04268 0.55622
S1 -0.19498 -3.66018 -1.02915
H1 -0.73842 -3.04176 3.82985
H2 -2.35009 -4.93180 4.06045
H3 -2.96243 -6.23910 2.03156
C7 0.13758 -0.14048 -1.50256
Ge1 -0.53824 1.07679 -0.26361
C8 -1.32701 2.66989 -1.12461
C9 -2.07986 2.47497 -2.28461
C10 -2.72624 3.53318 -2.90867
C11 -2.62953 4.81612 -2.38324
C12 -1.88363 5.02934 -1.23344
C13 -1.24080 3.96305 -0.61188
C14 0.65940 1.81974 1.13744
C15 1.68897 2.68480 0.75310
C16 2.63772 3.13358 1.66065
C17 2.58699 2.71519 2.98499
C18 1.58035 1.85133 3.38779
C19 0.62943 1.41287 2.47075
C20 -2.02668 0.22227 0.72346
C21 -2.63360 0.79168 1.84490
C22 -3.65727 0.13854 2.52057
C23 -4.09871 -1.10361 2.07981
C24 -3.52015 -1.67695 0.95653
C25 -2.49740 -1.01582 0.28464
H4 0.81451 0.37107 -2.20161
H5 -2.14762 1.47592 -2.70356
H6 -3.30607 3.35803 -3.80771
H7 -3.13301 5.64400 -2.86874
H8 -1.80271 6.02700 -0.81675
H9 -0.66562 4.14717 0.28934
H10 1.75913 3.00780 -0.28125
H11 3.42520 3.80302 1.33380
H12 3.33172 3.05513 3.69488
H13 1.53476 1.51283 4.41674
H14 -0.15043 0.73835 2.80699
H15 -2.30538 1.76372 2.20014
H16 -4.11059 0.59607 3.39278
H17 -4.89115 -1.62011 2.60902
H18 -3.85924 -2.64474 0.60319
H19 -2.04370 -1.46432 -0.59471
S2 3.15813 -2.11532 -0.52217
C26 3.87297 -1.39003 -1.97289
C27 3.26983 -1.48372 -3.22790
C28 3.87257 -0.93693 -4.35032
C29 5.09799 -0.29298 -4.24782
C30 5.70403 -0.19186 -3.00284
C31 5.09638 -0.72680 -1.87695
H20 2.31727 -1.99225 -3.32733
H21 3.38041 -1.02064 -5.31156
H22 5.57121 0.12905 -5.12536
H23 6.65499 0.31779 -2.90233
H24 5.56298 -0.62854 -0.90491

Mulliken population analysis, charges in e, atoms 1 to 5: Al -0.2238; Cl -0.1015; C 0.8485; C -0.8943; C -0.4736



The following is a quantum chemistry calculation of a structure of composition C31H24Cl4INO3SiZn, from OMol25.

Computed properties:
E_HOMO in Ha: -0.04393
Charge: -2
LUMO energy in eV: 4.0
Spin multiplicity: 1
Calculated total energy in eV: -154660.0477
Strongest force on any atom in eV/Å: 1.12
Relative energy (zero: lowest compared OMol25 entry of this formula, charge and spin) in kJ/mol: 0.0

Positions of all 66 atoms, in Å:
Zn1 -0.47115 -0.22894 0.12934
I1 1.59868 -1.66753 -2.14276
C1 -0.22387 -1.89435 -3.21682
C2 -0.08915 -2.53438 -4.42367
C3 -1.19581 -2.73417 -5.25556
C4 -2.41539 -2.28409 -4.84638
C5 -2.56895 -1.62487 -3.61227
C6 -3.85025 -1.17397 -3.25122
C7 -4.03658 -0.52863 -2.06558
C8 -2.94734 -0.33364 -1.20976
C9 -1.65620 -0.75002 -1.47972
C10 -1.45925 -1.40570 -2.72987
H1 0.88016 -2.89324 -4.73973
H2 -1.06953 -3.23219 -6.20855
H3 -3.30117 -2.42043 -5.45502
H4 -4.67278 -1.35695 -3.93114
H5 -5.01980 -0.17765 -1.77819
H6 -3.15352 0.17721 -0.28193
C11 -0.83354 -3.35921 1.00743
Si1 0.74244 -2.67416 1.81348
C12 2.08171 -4.00432 1.42124
C13 0.51396 -2.67152 3.72142
N1 1.07817 -1.14826 1.11540
C14 2.22658 -0.47218 1.28531
C15 3.23163 -0.83488 2.20232
C16 4.42899 -0.16339 2.29638
C17 4.69550 0.91838 1.47680
C18 3.72389 1.32599 0.57535
C19 2.50868 0.67643 0.49779
O1 1.55440 1.03247 -0.44376
C20 1.46402 2.31853 -0.85926
C21 1.12482 2.54263 -2.19331
C22 1.07141 3.82880 -2.69396
C23 1.35684 4.91032 -1.87699
C24 1.65003 4.69382 -0.54056
C25 1.70071 3.41313 -0.02995
H7 -1.11532 -4.32632 1.41333
H8 -0.71564 -3.47689 -0.06534
H9 -1.64561 -2.66538 1.17924
H10 1.73254 -4.99121 1.71768
H11 3.01933 -3.82170 1.93512
H12 2.30100 -4.03825 0.35859
H13 0.14550 -3.62441 4.09358
H14 -0.20943 -1.90836 3.98683
H15 1.43500 -2.44629 4.25346
H16 3.04164 -1.67442 2.85038
H17 5.16967 -0.49120 3.01709
H18 5.64087 1.43997 1.52786
H19 3.92355 2.16348 -0.07950
H20 0.89794 1.69224 -2.81788
H21 0.81345 3.99080 -3.73357
H22 1.33980 5.91539 -2.27996
H23 1.83604 5.53661 0.11278
H24 1.90486 3.24772 1.01668
Cl1 -4.75463 4.64298 2.05528
C26 -3.86856 3.15753 2.00058
C27 -4.22421 2.10144 2.80858
Cl2 -5.56965 2.25457 3.89038
C28 -3.50007 0.90822 2.74241
Cl3 -4.00818 -0.44078 3.71769
C29 -2.40486 0.73091 1.90020
O2 -1.75874 -0.36842 1.78497
C30 -2.01485 1.86292 1.07112
O3 -1.00455 1.73249 0.29067
C31 -2.77792 3.02298 1.13767
Cl4 -2.36228 4.33054 0.07043

Mulliken population analysis, charges in e, atoms 1 to 5: Zn 0.3155; I 0.0744; C 0.4112; C -0.7147; C -0.5766